ORCA calculation (wB97M-V/def2-TZVPD) on 2 unconnected molecules or ions with the total composition CH5FN2.

```
! RIJCOSX wB97M-V def2-TZVPD def2/J DEFGRID3
* xyz 0 1
C 1.8222 -0.2796 -0.7158
N -2.1545 -0.4426 0.9550
N -1.6556 0.4617 0.4316
F -2.3105 1.7895 0.6420
H 1.6357 0.6891 -0.2721
H 0.8919 -0.6856 -1.0895
H 2.2328 -0.9457 0.0314
H -2.9884 -0.4116 1.5473
H 2.5264 -0.1752 -1.5299
*
```

Orbital gap: 11.93 eV
SMILES: [H]/N=N\F.C
Energy above the lowest of the compared OMol25 structures with the same formula, charge and spin: 55.45 kcal per mole
Energy: -6813.02154 eV
Molar mass: 64.063 g mol⁻¹
LUMO: 0.5 eV
HOMO energy: -11.41 eV


ORCA calculation (wB97M-V/def2-TZVPD) on a molecular structure, C46H50BrNO7SSbZr.

```
! RIJCOSX wB97M-V def2-TZVPD def2/J DEFGRID3
* xyz 1 1
Zr -0.0212 -0.3094 0.2752
C 3.2142 -0.7508 -1.2154
O 1.8987 -0.2040 -1.4223
C 1.6389 -0.0192 -2.8216
C 0.1730 -0.2716 -3.0587
O -0.5698 0.4157 -2.0331
C -0.8045 1.8012 -2.3195
C -0.1954 2.5745 -1.1882
O -0.6876 2.0187 0.0414
C -2.0104 2.4955 0.3708
H 3.9600 -0.1404 -1.7293
H 3.2522 -1.7674 -1.6100
H 3.4087 -0.7445 -0.1478
H 2.2249 -0.7324 -3.4046
H 1.9410 0.9995 -3.0937
H -0.0576 -1.3283 -2.9610
H -0.1418 0.0840 -4.0408
H -1.8838 1.9495 -2.3958
H -0.3432 2.0838 -3.2670
H -0.4178 3.6428 -1.2317
H 0.8873 2.4425 -1.1792
H -2.0376 3.5756 0.2186
H -2.1871 2.2705 1.4180
H -2.7671 2.0035 -0.2398
C -3.4732 -3.9037 5.3859
C -2.1896 -3.4902 4.7203
C -2.0813 -3.5045 3.3332
C -0.9193 -3.0926 2.7017
C 0.1532 -2.6566 3.4658
C 0.0771 -2.6526 4.8513
C -1.0918 -3.0678 5.4678
S 1.6396 -2.0306 2.7318
O 2.6644 -3.0269 2.8698
O 1.8772 -0.7259 3.3141
N 1.3103 -1.7963 1.1614
C 1.5463 -3.0068 0.3351
C 0.8315 -2.8162 -0.9763
O 1.1501 -3.3476 -2.0079
O -0.1958 -1.9763 -0.8594
H -4.2696 -3.1945 5.1503
H -3.3633 -3.9462 6.4677
H -3.7957 -4.8848 5.0371
H -2.9237 -3.8271 2.7325
H -0.8759 -3.0879 1.6184
H 0.9178 -2.3051 5.4367
H -1.1552 -3.0548 6.5485
H 1.1458 -3.9138 0.8010
H 2.6072 -3.1918 0.1699
Br -0.7817 0.4580 2.9381
C -2.6142 -0.0392 2.8885
C -3.3410 0.0834 4.0310
C -4.7058 -0.2759 3.9964
C -5.2603 -0.7182 2.8298
C -4.4879 -0.8382 1.6470
C -5.0659 -1.2956 0.4385
C -4.2965 -1.4280 -0.6779
C -2.9166 -1.1262 -0.6334
C -2.2815 -0.6597 0.5002
C -3.1079 -0.5054 1.6569
H -2.8845 0.4436 4.9423
H -5.3008 -0.1882 4.8947
H -6.3085 -0.9859 2.7903
H -6.1199 -1.5432 0.4221
H -4.7326 -1.7856 -1.6015
H -2.3483 -1.2974 -1.5385
C 2.1043 5.5974 1.2242
C 2.6591 4.7822 0.0861
C 3.0595 5.4648 -1.0650
C 3.6279 4.8164 -2.1478
C 3.8353 3.4472 -2.0902
C 3.4348 2.7553 -0.9590
C 2.8294 3.3927 0.1280
Sb 2.2938 1.8777 1.5781
C 1.3889 2.8735 3.2406
C 0.2851 3.6576 2.8916
C -0.5010 4.2688 3.8474
C -0.1888 4.0849 5.1904
C 0.8934 3.3001 5.5408
C 1.7031 2.6736 4.5860
C 2.8562 1.8446 5.0865
C 4.2988 1.3771 2.1080
C 4.6687 0.0353 2.0520
C 5.9765 -0.3537 2.2966
C 6.9249 0.6094 2.5975
C 6.5562 1.9433 2.6779
C 5.2466 2.3529 2.4463
C 4.9028 3.8116 2.5906
H 2.4817 6.6181 1.1760
H 2.3712 5.1801 2.1915
H 1.0156 5.6570 1.1823
H 2.9377 6.5411 -1.0961
H 3.9341 5.3820 -3.0173
H 4.3190 2.9279 -2.9076
H 3.6166 1.6896 -0.9090
H 0.0300 3.7787 1.8440
H -1.3469 4.8764 3.5533
H -0.7886 4.5525 5.9597
H 1.1304 3.1537 6.5878
H 2.5523 1.2879 5.9725
H 3.6917 2.4889 5.3719
H 3.2106 1.1249 4.3586
H 3.9213 -0.7260 1.8678
H 6.2424 -1.4017 2.2702
H 7.9495 0.3213 2.7914
H 7.2985 2.6867 2.9422
H 5.5736 4.2905 3.3028
H 3.8828 3.9456 2.9572
H 4.9937 4.3406 1.6397
*
```

Orbital gap: 7.82 eV
Energy above the lowest of the compared OMol25 structures with the same formula, charge and spin: 5.27 kcal per mole
Energy: -153028.16709 eV
Molar mass: 1053.861 g mol⁻¹
LUMO: -2.9 eV
HOMO energy: -10.69 eV


ORCA calculation (wB97M-V/def2-TZVPD) on a molecular structure, C29H33Cl3N2O2TeTi.

```
! RIJCOSX wB97M-V def2-TZVPD def2/J DEFGRID3
* xyz -1 2
Ti 3.9645 0.4974 -0.1790
C 4.1387 2.2803 1.3858
C 4.0534 1.0822 2.1254
C 5.2139 0.3208 1.8486
C 5.9906 1.0297 0.9060
C 5.3258 2.2452 0.6218
H 3.4394 3.0967 1.4213
H 3.3138 0.8416 2.8691
H 5.5011 -0.5917 2.3370
H 6.9626 0.7379 0.5490
H 5.6999 3.0371 -0.0046
Cl 6.1975 -0.4996 -5.4214
C 4.1016 0.1071 -4.4081
Cl 3.0663 -1.1699 -4.9442
Cl 3.8142 1.6563 -5.1266
C 4.4013 0.1191 -3.0559
N 4.7569 0.1105 -1.9540
C 0.9646 1.0612 -2.3278
C 1.9154 0.9615 -1.1620
O 2.9043 1.8496 -1.1090
N 1.8873 0.0741 -0.2246
Te -0.3043 -1.1187 0.3833
C -2.3491 -1.9484 0.6792
C -2.8555 -2.9309 -0.1837
C -2.1184 -3.4331 -1.4105
C -4.1124 -3.4976 0.0582
C -4.8887 -3.1265 1.1411
C -6.2331 -3.7600 1.3980
C -4.3802 -2.1589 2.0015
C -3.1368 -1.5747 1.7917
C -2.6578 -0.5489 2.7920
C -1.1553 0.8275 0.2261
C -2.1163 1.1088 -0.7577
C -2.6203 0.0775 -1.7348
C -2.6206 2.4069 -0.8662
C -2.1915 3.4348 -0.0451
C -2.7412 4.8327 -0.1847
C -1.2277 3.1454 0.9123
C -0.7031 1.8674 1.0697
C 0.3519 1.6598 2.1246
H 1.4776 1.5284 -3.1696
H 0.1167 1.6893 -2.0485
H 0.6079 0.0722 -2.6104
H -1.1042 -3.0510 -1.4613
H -2.6422 -3.1282 -2.3216
H -2.0752 -4.5252 -1.4059
H -4.4846 -4.2568 -0.6269
H -6.4976 -4.4488 0.5951
H -7.0175 -3.0036 1.4722
H -6.2279 -4.3200 2.3363
H -4.9687 -1.8592 2.8662
H -3.3120 -0.5241 3.6660
H -2.6364 0.4499 2.3516
H -1.6430 -0.7819 3.1195
H -1.8338 -0.6339 -1.9874
H -2.9701 0.5599 -2.6496
H -3.4481 -0.4933 -1.3077
H -3.3583 2.6146 -1.6377
H -3.3976 4.9092 -1.0517
H -1.9329 5.5575 -0.3008
H -3.3132 5.1160 0.7016
H -0.8661 3.9439 1.5560
H 0.4530 2.5501 2.7495
H 1.3097 1.4442 1.6563
H 0.1072 0.8067 2.7589
C 2.9512 -2.5352 0.6853
C 3.9668 -1.5787 0.1296
O 5.1096 -1.9426 -0.0585
H 3.4301 -3.4829 0.9381
H 2.1611 -2.7036 -0.0483
H 2.4858 -2.0829 1.5620
*
```

Orbital gap (spin up / spin down): 7.01 / 6.61 eV
Energy above the lowest of the compared OMol25 structures with the same formula, charge and spin: 41.15 kcal per mole
Energy: -105660.74911 eV
⟨S²⟩: 0.756
Molar mass: 723.421 g mol⁻¹
LUMO (spin up / spin down): 2.2 / 1.6 eV
HOMO energy (spin up / spin down): -4.76 / -5.01 eV


ORCA calculation (wB97M-V/def2-TZVPD) on a molecular structure, C15H20Cl36INO6PS3.

```
! RIJCOSX wB97M-V def2-TZVPD def2/J DEFGRID3
* xyz -1 1
O -0.7752 0.2431 4.1577
S 0.0588 0.1467 2.9537
O 1.4824 0.5040 3.1244
C 0.0111 -1.6140 2.4790
C -0.6339 -1.8211 1.1118
C -2.1704 -1.9051 1.1394
I -2.9358 -3.5641 2.3089
N -0.7284 0.9200 1.6944
S -0.2420 2.4889 1.6038
O -1.4194 3.2652 1.1698
O 0.2730 3.0568 2.8598
P 1.1789 2.7246 -0.0214
O 2.2410 1.4460 -0.2528
O 2.0361 4.1329 0.1309
S 0.1545 2.8281 -1.6754
H 1.0453 -1.9582 2.3950
H -0.4448 -2.1943 3.2806
H -0.3015 -1.0820 0.3785
H -0.2469 -2.7673 0.7545
H -2.4656 -2.1115 0.1135
H -2.6195 -0.9690 1.4605
H 2.5672 1.2010 0.6267
H 2.7283 3.9781 0.7844
C -4.1711 0.2599 5.6549
Cl -4.4467 -1.3498 6.3272
Cl -4.8911 0.3686 4.0355
Cl -4.8126 1.4848 6.7603
H -3.1036 0.4074 5.5596
C 5.1335 5.7173 -0.5305
Cl 6.4269 6.5468 -1.4054
Cl 5.3950 3.9721 -0.5407
Cl 5.0152 6.3171 1.1275
H 4.1960 5.9209 -1.0326
C -4.7636 5.0713 3.8244
Cl -4.8359 3.3084 3.8976
Cl -3.8768 5.6067 2.3937
Cl -6.4024 5.7409 3.8301
H -4.2456 5.4349 4.7023
C 2.7641 -2.3104 -2.7412
Cl 2.0502 -1.8365 -4.2847
Cl 2.8853 -0.9037 -1.6669
Cl 1.8422 -3.6338 -2.0256
H 3.7643 -2.6700 -2.9286
C 3.9707 -5.4584 -5.8567
Cl 3.8828 -4.0467 -6.9113
Cl 4.0757 -4.9715 -4.1613
Cl 2.5771 -6.5120 -6.1100
H 4.8652 -6.0130 -6.1066
C 3.8326 -10.0415 -5.4473
Cl 4.5605 -11.5854 -5.9026
Cl 3.0747 -10.1528 -3.8581
Cl 5.0395 -8.7531 -5.4715
H 3.0667 -9.7997 -6.1727
C -2.3352 -3.8954 8.5751
Cl -1.5820 -5.3476 9.2480
Cl -1.2658 -3.1224 7.4052
Cl -3.8906 -4.2878 7.8346
H -2.5123 -3.2000 9.3845
C -4.3764 1.3263 0.4359
Cl -5.9147 0.4629 0.5942
Cl -3.4111 0.6471 -0.8778
Cl -4.6429 3.0493 0.1772
H -3.8241 1.2079 1.3620
C -9.4437 5.7733 6.7837
Cl -8.0640 4.6789 6.6877
Cl -9.1102 7.2782 5.9193
Cl -10.8998 5.0006 6.1468
H -9.6158 6.0124 7.8244
C 9.6885 7.3137 -4.1321
Cl 10.0169 5.6808 -3.5473
Cl 8.3172 8.0180 -3.2716
Cl 11.1213 8.3352 -3.9673
H 9.4347 7.2534 -5.1818
C 4.7252 -2.4392 -10.6812
Cl 5.1015 -4.0518 -10.0678
Cl 3.2686 -1.8059 -9.9098
Cl 6.0884 -1.3439 -10.4319
H 4.5412 -2.5147 -11.7444
C -4.6934 -2.6933 -2.4623
Cl -4.9888 -2.5403 -0.7295
Cl -4.9151 -1.1426 -3.2832
Cl -3.0686 -3.3266 -2.7599
H -5.4109 -3.3940 -2.8673
*
```

Orbital gap: 7.37 eV
Energy: -530358.87616 eV
Molar mass: 1840.713 g mol⁻¹
LUMO: 1.3 eV
HOMO energy: -6.04 eV